Record 1
This record from the OMol25 dataset describes C37H42Cl3IN6NdO2P as an isolated structure at a distorted geometry. The level of theory is ωB97M-V with the def2-TZVPD basis set.

Geometry as XYZ:
```
93
Properties=species:S:1:pos:R:3
Nd -0.79 -0.12 -0.07
C 0.13 2.04 2.75
N -0.24 2.31 1.37
C 0.90 2.99 0.70
C -1.46 3.20 1.41
C -1.93 3.50 0.02
C -2.42 4.78 -0.31
C -2.97 5.02 -1.55
C -3.05 4.00 -2.50
C -2.55 2.75 -2.18
C -2.07 2.49 -0.92
H 0.50 2.96 3.22
H 0.86 1.22 2.86
H -0.76 1.78 3.29
H 1.08 3.99 1.13
H 0.65 3.10 -0.35
H 1.73 2.30 0.83
H -1.20 4.17 1.91
H -2.23 2.68 1.99
H -2.32 5.53 0.46
H -3.28 6.02 -1.85
H -3.56 4.14 -3.48
H -2.52 2.00 -2.96
N -1.68 -0.46 -4.39
C -3.00 -0.69 -4.82
C -3.21 -1.78 -5.71
C -4.50 -2.20 -6.00
C -5.59 -1.57 -5.40
C -5.41 -0.38 -4.65
C -4.12 0.04 -4.33
H -1.03 -1.19 -4.67
H -1.54 -0.08 -3.45
H -2.31 -2.23 -6.14
H -4.65 -3.06 -6.66
H -6.59 -1.94 -5.57
H -6.29 0.17 -4.33
H -3.97 0.90 -3.69
Cl -2.00 -4.47 4.52
C -2.43 -3.38 3.16
Cl -1.07 -2.28 2.74
H -3.29 -2.78 3.43
H -2.65 -4.00 2.30
Cl 0.03 -1.93 -2.01
I -3.19 -2.30 -0.76
N 1.37 -0.55 0.80
P 2.88 -1.03 0.83
C 3.70 -0.44 2.37
C 3.81 -1.26 3.51
C 4.10 -0.70 4.76
C 4.25 0.65 4.93
C 4.24 1.45 3.80
C 3.94 0.93 2.51
C 4.05 -0.46 -0.37
C 3.57 -0.16 -1.66
C 4.42 0.47 -2.61
C 5.75 0.74 -2.33
C 6.22 0.41 -1.05
C 5.39 -0.10 -0.06
C 3.15 -2.78 0.92
C 4.22 -3.45 0.23
C 4.27 -4.85 0.17
C 3.23 -5.63 0.70
C 2.28 -5.00 1.50
C 2.22 -3.60 1.62
H 3.63 -2.33 3.46
H 4.19 -1.33 5.66
H 4.37 1.08 5.91
H 4.54 2.51 3.91
H 3.91 1.59 1.64
H 2.54 -0.38 -1.89
H 3.98 0.76 -3.60
H 6.46 1.17 -3.06
H 7.29 0.61 -0.81
H 5.85 -0.19 0.92
H 5.04 -2.85 -0.20
H 5.13 -5.33 -0.31
H 3.23 -6.70 0.54
H 1.45 -5.55 1.91
H 1.40 -3.17 2.17
O 1.88 2.05 -3.17
C 0.89 1.66 -2.60
N -0.04 1.26 -1.95
C -3.95 -0.04 3.54
N -4.67 0.09 2.32
C -3.98 0.43 1.21
N -4.65 0.81 0.11
O -2.70 0.43 1.22
H -4.43 -0.82 4.14
H -3.98 0.90 4.07
H -2.92 -0.27 3.25
H -5.72 0.08 2.33
H -5.66 0.84 0.10
H -4.10 0.79 -0.74
```

* expectation value of S²: 3.753
* total energy: -4495.365286 Ha
* relative energy (zero: lowest compared OMol25 entry of this formula, charge and spin): 0.00 kJ/mol
* 2S+1: 4
* Kohn-Sham gap (spin up / spin down): 4.7 / 4.7 eV
* F_max: 3.69 eV/Å
* total charge: -2



Record 2
This record from the OMol25 dataset describes a 17-piece molecular cluster, C37H42Cl48N2O3Si overall at a distorted geometry. The level of theory is ωB97M-V with the def2-TZVPD basis set.

Geometry as XYZ:
```
133
Properties=species:S:1:pos:R:3
C -2.78 -1.51 4.12
C -1.68 -0.84 3.33
C -0.26 -1.14 3.80
N -1.92 -0.05 2.33
C -1.73 -0.57 1.05
C -1.46 0.21 -0.03
Si -1.24 2.09 0.01
C 0.22 2.48 -1.17
C -2.74 2.98 -0.75
C -0.74 2.78 1.70
C -1.28 -0.48 -1.38
O -1.72 -0.03 -2.41
C -0.51 -1.80 -1.32
C -0.77 -2.57 -0.26
C -0.03 -3.89 -0.03
C 1.27 -3.54 0.73
C 2.46 -3.27 -0.21
O 2.47 -3.77 -1.30
N 3.51 -2.46 0.34
C 3.62 -1.17 -0.30
C 4.28 -0.15 0.41
C 4.49 1.13 -0.13
C 4.05 1.43 -1.43
C 3.36 0.41 -2.14
C 3.15 -0.87 -1.60
C -1.80 -2.07 0.76
O -2.60 -2.81 1.27
H -2.62 -2.58 3.93
H -2.68 -1.37 5.21
H -3.76 -1.19 3.76
H 0.38 -1.50 2.98
H -0.30 -1.97 4.52
H 0.17 -0.29 4.33
H 1.14 2.64 -0.59
H 0.00 3.35 -1.80
H 0.45 1.63 -1.84
H -3.47 3.31 0.00
H -2.32 3.86 -1.25
H -3.19 2.36 -1.53
H -1.62 3.04 2.31
H -0.08 2.07 2.21
H -0.16 3.69 1.50
H 0.22 -2.09 -2.07
H -0.64 -4.55 0.62
H 0.14 -4.47 -0.95
H 1.13 -2.64 1.34
H 1.57 -4.35 1.41
H 4.40 -2.94 0.24
H 4.66 -0.33 1.42
H 5.00 1.90 0.46
H 4.24 2.42 -1.83
H 3.02 0.66 -3.15
H 2.62 -1.61 -2.18
C 7.22 0.86 -3.98
Cl 5.54 0.79 -3.39
Cl 7.29 1.54 -5.61
Cl 8.23 1.79 -2.87
H 7.60 -0.16 -4.02
C 5.19 5.22 0.60
Cl 6.32 3.89 0.89
Cl 4.73 5.28 -1.10
Cl 3.76 5.05 1.62
H 5.69 6.14 0.86
C -4.18 3.13 -4.76
Cl -3.29 4.20 -3.68
Cl -5.89 3.09 -4.31
Cl -4.00 3.65 -6.44
H -3.78 2.13 -4.67
C 0.83 -0.92 7.95
Cl 2.14 -1.85 7.21
Cl 0.50 0.54 7.01
Cl -0.62 -1.91 8.10
H 1.15 -0.62 8.94
C -2.38 -7.27 0.28
Cl -1.76 -8.19 1.65
Cl -2.55 -5.56 0.72
Cl -1.32 -7.44 -1.12
H -3.36 -7.66 0.02
C -4.13 1.67 6.22
Cl -5.53 0.60 6.41
Cl -4.32 3.10 7.22
Cl -2.62 0.84 6.63
H -4.08 1.98 5.18
C -5.90 -3.92 3.17
Cl -7.26 -5.03 3.37
Cl -6.10 -2.47 4.15
Cl -4.38 -4.72 3.57
H -5.86 -3.61 2.13
C -5.22 7.44 -4.26
Cl -6.92 7.31 -3.79
Cl -5.07 8.20 -5.85
Cl -4.30 8.34 -3.05
H -4.81 6.44 -4.32
C 5.07 -1.42 -6.86
Cl 6.22 -2.75 -6.67
Cl 4.46 -1.36 -8.51
Cl 3.74 -1.59 -5.71
H 5.58 -0.49 -6.65
C -10.58 6.16 -1.96
Cl -10.60 7.42 -3.20
Cl -9.61 4.78 -2.49
Cl -9.97 6.80 -0.44
H -11.59 5.82 -1.81
C -8.92 -8.05 2.17
Cl -7.77 -9.35 2.47
Cl -9.38 -8.00 0.47
Cl -10.34 -8.21 3.20
H -8.43 -7.11 2.41
C 0.18 6.88 1.45
Cl 0.69 8.48 0.90
Cl 0.42 5.69 0.17
Cl 1.06 6.42 2.91
H -0.87 6.92 1.69
C 1.82 -9.61 3.36
Cl 2.41 -9.82 1.71
Cl 1.98 -7.92 3.86
Cl 0.14 -10.13 3.49
H 2.42 -10.21 4.02
C 2.89 11.72 1.15
Cl 3.65 10.21 1.69
Cl 1.71 11.41 -0.13
Cl 2.14 12.56 2.51
H 3.67 12.35 0.74
C 4.82 -5.86 -1.81
Cl 6.09 -4.85 -1.10
Cl 5.52 -7.18 -2.75
Cl 3.75 -6.48 -0.56
H 4.24 -5.23 -2.48
C 9.78 -1.75 -7.75
Cl 9.47 -3.32 -7.00
Cl 8.91 -0.47 -6.91
Cl 11.51 -1.41 -7.77
H 9.43 -1.79 -8.77
```

* total energy: -24148.841509 Ha
* Kohn-Sham gap: 7.3 eV
* F_max: 3.24 eV/Å



Record 3
This record from the OMol25 dataset describes C37H43BCl2F4N5O3PTc as an isolated structure. The level of theory is ωB97M-V with the def2-TZVPD basis set.

Geometry as XYZ:
```
97
Properties=species:S:1:pos:R:3
Tc 0.99 -1.15 -0.11
Cl 1.67 -3.95 6.17
C 1.87 -2.96 4.78
C 0.83 -2.80 3.93
C 0.90 -1.85 2.77
N 0.46 -2.35 1.46
C 0.59 -3.69 1.23
O 0.32 -4.61 1.99
C 1.28 -3.99 -0.07
C 1.31 -5.25 -0.62
C 2.18 -5.48 -1.68
C 3.02 -4.47 -2.10
C 2.91 -3.22 -1.50
N 2.04 -2.98 -0.53
C 2.31 -1.32 2.51
C 3.32 -1.52 3.41
C 3.12 -2.31 4.55
Cl 4.43 -2.53 5.63
N 2.38 -0.68 1.28
C 3.52 -0.07 0.83
O 4.53 0.17 1.47
C 3.42 0.32 -0.61
C 4.48 0.97 -1.23
C 4.35 1.34 -2.56
C 3.17 1.04 -3.22
C 2.17 0.38 -2.54
N 2.29 0.00 -1.26
H -0.12 -3.26 4.14
H 0.68 -6.02 -0.20
H 2.20 -6.45 -2.17
H 3.73 -4.61 -2.90
H 3.53 -2.40 -1.83
H 4.29 -1.08 3.24
H 5.36 1.17 -0.64
H 5.16 1.85 -3.07
H 3.02 1.32 -4.25
H 1.25 0.12 -3.04
O -0.41 0.49 5.15
C -0.12 -0.11 4.19
N 0.11 -0.67 3.14
C -4.44 1.44 2.41
C -4.30 0.00 1.89
C -2.84 -0.32 1.53
C -2.17 0.97 1.00
C -1.95 1.91 2.19
C -3.17 1.87 3.14
P -0.73 0.68 -0.14
C 0.16 2.31 -0.33
C -0.64 3.60 -0.64
C 0.12 4.86 -0.21
C 1.63 4.69 -0.40
C 2.18 3.58 0.50
C 1.08 2.57 0.88
C -1.68 0.41 -1.74
C -2.55 1.59 -2.24
C -3.94 1.16 -2.68
C -3.88 -0.04 -3.64
C -3.10 -1.22 -3.01
C -2.53 -0.87 -1.64
H -5.30 1.52 3.07
H -4.62 2.13 1.58
H -4.95 -0.14 1.02
H -4.64 -0.70 2.65
H -2.79 -1.14 0.81
H -2.31 -0.65 2.41
H -2.90 1.44 0.33
H -1.80 2.93 1.84
H -1.06 1.61 2.74
H -3.32 2.86 3.59
H -2.99 1.18 3.96
H 0.81 2.12 -1.19
H -1.61 3.60 -0.15
H -0.82 3.64 -1.72
H -0.08 5.09 0.84
H -0.24 5.71 -0.80
H 2.13 5.64 -0.19
H 1.83 4.46 -1.45
H 2.59 4.00 1.42
H 3.00 3.06 0.00
H 0.49 2.97 1.70
H 1.53 1.64 1.23
H -0.91 0.21 -2.49
H -2.05 2.06 -3.09
H -2.66 2.36 -1.48
H -4.44 2.00 -3.17
H -4.55 0.90 -1.81
H -3.39 0.28 -4.56
H -4.89 -0.34 -3.90
H -2.28 -1.52 -3.67
H -3.76 -2.09 -2.91
H -1.94 -1.70 -1.26
H -3.36 -0.71 -0.95
F -0.49 -1.34 -4.18
B 0.30 -2.23 -3.48
F 0.09 -1.88 -2.01
F 1.65 -2.02 -3.75
F -0.08 -3.54 -3.61
```

* expectation value of S²: 3.804
* total energy: -3702.381487 Ha
* relative energy (zero: lowest compared OMol25 entry of this formula, charge and spin): 201.89 kJ/mol
* 2S+1: 4
* Kohn-Sham gap (spin up / spin down): 6.4 / 7.2 eV
* F_max: 0.98 eV/Å



Record 4
This record from the OMol25 dataset describes a 3-piece molecular cluster, C37H43BNO9P3 overall at a distorted geometry. The level of theory is ωB97M-V with the def2-TZVPD basis set.

Geometry as XYZ:
```
94
Properties=species:S:1:pos:R:3
C -0.56 2.97 3.94
C -1.16 3.88 2.68
O -0.05 4.23 1.77
C -0.16 3.51 0.49
C 1.42 3.29 -0.03
P 1.60 1.42 -0.56
C 3.48 1.76 -0.85
C 4.48 0.73 -0.06
C 5.31 -0.30 -1.06
C 5.25 -1.88 -0.58
N 5.39 -2.06 0.92
P 1.83 -0.67 -1.14
P -0.08 -1.73 -1.20
O 0.29 -3.30 -1.36
O -1.09 -1.35 -2.57
O -0.95 -1.65 0.35
B 0.42 1.84 -2.02
C 1.07 2.51 -3.41
O -1.05 1.64 -2.03
H -0.19 3.74 4.75
H 0.34 2.29 3.62
H -1.45 2.35 4.41
H -1.59 4.90 3.13
H -2.06 3.32 2.15
H -0.64 2.46 0.73
H -0.79 4.12 -0.31
H 1.64 4.00 -0.96
H 2.16 3.60 0.83
H 1.20 1.09 0.79
H 3.80 2.85 -0.55
H 3.67 1.67 -2.01
H 5.32 1.37 0.49
H 3.89 0.18 0.79
H 6.41 0.04 -1.28
H 4.72 -0.26 -2.10
H 6.12 -2.44 -1.16
H 4.25 -2.32 -1.02
H 5.69 -3.02 1.18
H 4.49 -1.84 1.40
H 2.57 -1.33 -0.05
H -2.01 -1.76 -2.42
H -0.34 -1.14 0.98
H 2.17 2.10 -3.59
H 0.41 2.30 -4.36
H 1.12 3.69 -3.24
H -1.25 1.44 -3.01
O 1.90 -6.05 -5.22
C 2.56 -5.20 -5.80
C 3.44 -5.58 -6.93
C 3.49 -6.91 -7.35
C 4.28 -7.27 -8.44
C 5.02 -6.30 -9.11
C 4.99 -4.97 -8.69
C 4.20 -4.61 -7.59
C 4.18 -3.21 -7.13
O 4.89 -2.37 -7.67
C 3.29 -2.83 -6.01
C 3.24 -1.49 -5.59
C 2.38 -1.12 -4.56
C 1.57 -2.07 -3.95
C 1.63 -3.40 -4.36
C 2.50 -3.79 -5.39
H 2.91 -7.68 -6.83
H 4.31 -8.31 -8.77
H 5.63 -6.58 -9.97
H 5.57 -4.22 -9.21
H 3.87 -0.74 -6.07
H 2.34 -0.08 -4.24
H 0.89 -1.77 -3.15
H 0.99 -4.14 -3.87
O -8.72 1.57 8.09
C -7.68 1.84 7.51
C -7.43 1.32 6.15
C -8.39 0.53 5.52
C -8.17 0.06 4.22
C -6.99 0.40 3.54
C -6.03 1.18 4.18
C -6.24 1.64 5.48
C -5.20 2.45 6.15
O -4.14 2.68 5.59
C -5.47 2.98 7.50
C -4.51 3.78 8.13
C -4.76 4.32 9.39
C -5.98 4.06 10.03
C -6.93 3.26 9.41
C -6.67 2.71 8.15
H -9.31 0.27 6.03
H -8.92 -0.55 3.73
H -6.83 0.05 2.53
H -5.11 1.43 3.65
H -3.56 3.99 7.64
H -4.01 4.95 9.88
H -6.18 4.49 11.01
H -7.88 3.06 9.91
```

* SMILES string: CCOCC[PH](CCCCN)(PP(=O)(O)O)B(C)O.O=C1c2ccccc2C(=O)c2ccccc21.O=C1c2ccccc2C(=O)c2ccccc21
* total energy: -3216.387120 Ha
* Kohn-Sham gap: 7.0 eV
* F_max: 7.21 eV/Å